Record 1
2 unconnected molecules or ions with the total composition C10H15NO, computed with wB97M-V/def2-TZVPD.

Spin multiplicity: 2
Expectation value of S²: 0.77
Total charge: +1
Lowest unoccupied orbital energy (alpha / beta): -4.38 / -8.14 eV

Element x y z (Å)
O 2.00830 -0.16416 -1.69764
N 1.88830 1.73561 -0.48669
C 0.57059 -1.31549 1.85638
C -0.75116 -2.35626 0.01344
C -1.42405 0.68988 2.11991
C -0.39037 0.28974 -3.11745
C -0.60098 -1.28645 1.01140
C 1.41028 0.85315 -1.40539
C -1.59095 -0.28473 1.19172
C 0.11822 1.29256 -2.07039
C -0.24151 0.70379 2.90838
C 0.68496 -0.35735 2.81632
H -0.60605 1.49830 -1.27445
H 1.32714 -2.07650 1.73091
H -1.42110 -0.04747 -2.99599
H -0.03598 1.51529 3.59339
H 2.74484 1.54966 0.00779
H 1.52849 -0.37989 3.48553
H 0.29238 -0.55811 -3.10641
H -2.48604 -0.34800 0.59591
H -0.28692 0.74655 -4.10496
H -2.16255 1.46210 2.25188
H 0.20043 -2.44974 -0.51701
H -1.61644 -2.21614 -0.62455
H 1.35035 2.54302 -0.21416
H 0.32908 2.26814 -2.51871
H -0.83925 -3.30751 0.55086

Here are the Mulliken charges for atoms 1 to 5, given in e:
1. O -0.6280
2. N -0.3741
3. C -0.2568
4. C -1.5492
5. C -0.4738

Record 2
2 unconnected molecules or ions with the total composition C4H12, computed with wB97M-V/def2-TZVPD.

Total charge: 0
Lowest unoccupied orbital energy: 1.07 eV

Element x y z (Å)
C 0.15122 3.14539 0.36230
C 0.06305 -2.89832 0.24094
C -0.90359 2.12730 0.37943
C 0.69477 -2.34971 -0.94248
H -0.65521 1.25625 -0.25205
H 1.30861 -3.11449 -1.39869
H -0.01074 3.69008 1.32256
H 1.10835 2.69123 0.02404
H -0.97255 -3.26339 0.10692
H -0.23157 -2.13430 0.92386
H 1.41308 -1.61505 -0.67124
H 0.19278 3.96119 -0.36132
H 0.73143 -3.67430 0.74018
H -1.81266 2.52419 -0.07889
H 0.03356 -2.08535 -1.73735
H -1.11055 1.73928 1.34179

Here are the Mulliken charges for atoms 1 to 5, given in e:
1. C -0.7860
2. C -0.7735
3. C -0.7164
4. C -0.9065
5. H 0.1664

Record 3
A molecular structure, C3H4INS, computed with wB97M-V/def2-TZVPD.

Total charge: 0
Lowest unoccupied orbital energy: -0.10 eV

Element x y z (Å)
I 0.57409 3.21522 0.00410
S -0.64664 2.13530 -2.67544
N 0.12165 1.00871 -1.80967
C -0.39334 -2.20263 1.34019
C 0.64102 1.15282 -0.63125
C -0.64947 -1.89485 2.45367
H -0.25614 -2.24012 0.22041
H 0.27782 0.09223 -2.22003
H -0.74422 -1.66267 3.42221
H 1.07523 0.39600 -0.10419

Here are the Mulliken charges for atoms 1 to 5, given in e:
1. I 0.0438
2. S -0.2859
3. N -0.2762
4. C -0.4101
5. C -0.2773

Record 4
A single CH4N2O4 molecule, computed with wB97M-V/def2-TZVPD.

Total charge: 0
Lowest unoccupied orbital energy: 0.57 eV

Element x y z (Å)
O -0.51237 -1.40122 -0.10742
O 1.09618 0.87873 1.08775
O 1.07846 -0.69416 -1.51090
O 1.42409 -0.54537 0.78425
N 0.19461 0.93355 -0.08561
N -1.09258 1.24515 0.15352
C 0.51947 -0.51752 -0.29967
H 0.76444 -1.51502 -1.91254
H -1.25781 2.23798 0.05730
H -1.51036 0.84855 0.99444
H -0.70413 -1.47066 0.83888

Here are the Mulliken charges for atoms 1 to 5, given in e:
1. O -0.5283
2. O -0.1671
3. O -0.4748
4. O -0.2769
5. N 0.0815

Record 5
2 unconnected molecules or ions with the total composition C4H2IPS, computed with wB97M-V/def2-TZVPD.

Total charge: 0
Lowest unoccupied orbital energy (alpha / beta): -4.04 / -4.04 eV

Element x y z (Å)
I 0.71705 -1.03897 3.41987
S 2.82829 -0.03442 0.51720
P 0.94310 -0.28711 1.06669
C -0.60191 -1.40342 -1.60354
C -0.25030 2.38119 0.90675
C -1.21618 -1.95429 -2.47746
C 0.19003 1.26277 1.06444
H -1.93842 -2.07739 -3.24474
H -0.67166 3.15165 0.35079

Here are the Mulliken charges for atoms 1 to 5, given in e:
1. I 0.1149
2. S -0.1846
3. P 0.2545
4. C -0.3783
5. C 0.3500

Record 6
A molecular structure, C16H21Cl5N7S2SiV, computed with wB97M-V/def2-TZVPD.

Spin multiplicity: 2
Expectation value of S²: 0.85
Total charge: -1
Lowest unoccupied orbital energy (alpha / beta): 2.33 / 2.34 eV

Element x y z (Å)
V -1.27492 -0.53085 0.65442
Cl -4.01811 -0.91216 -5.45846
Cl -5.27753 0.70109 -3.09184
Cl -1.38804 -2.51744 -5.00736
Cl -0.05771 -2.60072 -2.22257
Cl -3.81779 0.75324 -0.32185
S -0.58306 2.08318 -2.53340
S -2.87363 -1.51237 2.02531
Si -0.07290 1.67857 2.98015
N 2.03739 1.72455 -2.07149
N -1.25652 -3.35279 0.88950
N 2.96297 -2.02764 0.35139
N -0.46593 -2.42738 2.91024
N 1.22783 0.34606 -3.55538
N 0.72948 -1.06483 0.50337
N 5.00122 -1.24119 -0.79481
C -2.09452 -1.63830 -3.69379
C 1.81699 -1.46956 0.38687
C -2.00361 -0.89967 -1.36150
C 0.91047 1.37329 -2.72007
C -3.82285 -0.19853 -2.85792
C 3.20659 1.00389 -2.55510
C 1.55724 0.76688 3.20718
C 4.02234 -1.57475 -0.26773
C -1.50458 -1.63029 -2.42718
C -3.17889 -0.21222 -1.63320
C 0.33455 3.51521 3.15091
C -1.22132 1.25010 4.40644
C -1.33111 -2.26752 1.79502
C -3.26236 -0.91717 -3.91199
C 2.53788 -0.20689 -3.20838
C -0.87052 1.34236 1.34911
H -0.31241 -3.53328 0.56706
H -0.19562 1.69096 0.54731
H -0.52863 -1.62847 3.52710
H 0.79137 3.73448 4.11997
H 1.44872 -0.31791 3.23504
H -2.16111 1.79954 4.30591
H -1.87888 -3.23293 0.10046
H -1.78159 1.94830 1.27085
H 3.75139 1.59721 -3.29740
H -0.56695 4.12504 3.05561
H 0.49798 -2.54761 2.61785
H 1.02902 3.83446 2.37005
H 2.05125 2.51752 -1.45689
H 3.07272 -0.55323 -4.08973
H 2.44152 -1.03557 -2.50115
H 3.88290 0.72478 -1.75277
H 2.03212 1.08638 4.13920
H -0.77104 1.51952 5.36536
H -1.48897 0.19224 4.43324
H 0.47625 -0.25244 -3.85826
H 2.24093 0.99484 2.38529

Here are the Mulliken charges for atoms 1 to 5, given in e:
1. V -0.7001
2. Cl -0.2162
3. Cl -0.2165
4. Cl -0.1821
5. Cl -0.1387

Record 7
A single C10H11N3S molecule, computed with wB97M-V/def2-TZVPD.

Total charge: 0
Lowest unoccupied orbital energy (alpha / beta): -0.23 / -0.87 eV

Element x y z (Å)
S -2.41206 0.50038 0.92411
N 0.33574 0.55962 -0.40704
N -1.40657 2.93352 -1.76990
N 1.46662 0.96324 0.00701
C -0.23588 -0.64422 -0.37988
C -1.55340 -3.10926 -0.49875
C -2.19206 -2.03650 0.05747
C 0.41612 -1.81632 -0.74460
C 1.98869 0.36998 1.30354
C -1.64487 -0.81619 0.00071
C -1.52963 2.54896 -0.70535
C 1.74248 2.31051 -0.27384
C -0.28538 -3.00203 -0.83959
C -1.49115 1.95620 0.58498
H 1.29292 -1.81108 -1.26204
H 2.79995 2.32396 -0.44796
H -3.18129 -2.13571 0.33494
H 1.85143 -0.65438 1.16309
H 2.93488 0.75733 1.54460
H 1.38486 0.83008 2.14226
H 1.58931 2.84717 0.67621
H -1.11565 2.47540 1.43907
H 0.22825 -3.87823 -1.06576
H 1.10029 2.61192 -1.06680
H -2.08360 -4.08434 -0.71649

Here are the Mulliken charges for atoms 1 to 5, given in e:
1. S -0.1832
2. N -0.3235
3. N -0.5474
4. N 0.2098
5. C 0.3077

Record 8
3 unconnected molecules or ions with the total composition C17H27N2O8PS, computed with wB97M-V/def2-TZVPD.

Total charge: 0
Lowest unoccupied orbital energy: -1.64 eV

Element x y z (Å)
S 0.01099 -6.34589 2.73605
P 1.93296 0.53702 2.55845
O -0.15164 -0.60561 -3.15550
O -1.13703 -2.29809 -2.16190
O 2.07243 4.35022 -1.09299
O 1.38638 6.36119 -1.64801
O -2.34252 -2.46336 4.86744
O 0.38994 -2.73452 -3.82680
O 3.49148 0.35980 1.80114
O 1.78265 4.83131 -3.32026
N 1.28829 -5.37369 2.01956
N -1.07604 -5.29532 3.64044
C 0.83838 -0.11726 -4.05777
C 1.72034 -2.58304 2.23979
C -1.33118 -3.70427 -1.96240
C 2.38078 3.00984 -1.46852
C 1.10433 -1.19786 2.87301
C -1.07310 -2.54628 4.07182
C 0.92562 -3.99043 2.53194
C 0.74884 1.34093 1.23985
C -0.42040 7.03551 -3.13398
C -4.75020 -2.45706 3.81617
C -0.24503 -1.96091 -3.12487
C -3.26443 -1.76237 3.91348
C -0.45278 -3.92937 3.44696
C -0.28382 -1.12840 3.80230
C -0.17156 -4.31141 -1.19151
C 1.75867 5.15526 -2.14177
C 0.97919 7.33053 -2.62239
H 1.70693 7.38693 -3.44033
H 2.74421 2.48368 -0.58156
H 0.96811 2.47944 1.08091
H -5.28357 -2.60439 4.86629
H -0.36487 -5.36380 -0.96825
H 2.70060 -2.49256 1.57183
H -2.79561 -1.84004 2.81876
H -0.75836 7.82402 -3.81130
H 3.16528 2.97937 -2.23215
H -1.49260 -4.21277 -2.92008
H 0.91882 0.69183 0.25271
H 0.74525 0.97108 -4.10760
H 0.98208 8.30356 -2.12071
H -0.45670 6.08314 -3.67305
H -4.67250 -3.51288 3.26619
H 1.47646 2.50706 -1.82323
H -0.66980 -0.07757 4.20077
H -5.42907 -1.78640 3.11694
H -0.34735 1.12731 1.65829
H -2.25049 -3.81681 -1.37871
H 4.14565 -0.06009 2.43326
H 0.76266 -4.24847 -1.75912
H -3.30243 -0.62659 4.20124
H -1.12625 6.95453 -2.30083
H -0.00828 -3.77203 -0.25272
H 1.83576 -0.36269 -3.68173
H 0.69453 -0.52134 -5.06551

Here are the Mulliken charges for atoms 1 to 5, given in e:
1. S 0.2151
2. P 0.1106
3. O -0.3306
4. O -0.3530
5. O -0.3247

Record 9
A molecular structure, C29H30BFeN8O5S3, computed with wB97M-V/def2-TZVPD.

Spin multiplicity: 6
Expectation value of S²: 8.76
Total charge: 0
Lowest unoccupied orbital energy (alpha / beta): 0.19 / -1.59 eV

Element x y z (Å)
Fe -0.12332 -0.06175 0.16278
S 1.48148 -1.85342 0.47023
S 1.89402 0.61119 -2.59384
S 4.46142 0.97790 0.39823
O 4.59311 1.61944 1.67615
O 4.84728 1.68580 -0.77835
O 2.38393 1.89763 -2.20700
O -1.75271 0.14365 -2.18423
O 2.77525 -0.51751 -2.60785
N 2.90011 0.37497 0.29520
N -1.47535 0.08518 2.82090
N -2.73404 -1.05147 0.99342
N -2.48217 1.45900 0.98810
N -1.65881 -1.37486 0.23704
N -1.31063 1.65014 0.31785
N -0.19072 0.10242 2.34584
N 0.49381 0.24452 -1.76400
C 2.09788 0.14086 3.36905
C -3.30180 2.49756 0.76279
C 4.56475 -2.91663 0.41983
C 4.24327 -1.57055 0.40163
C -1.04082 -3.03922 -1.49749
C -2.72112 -0.00553 4.97908
C 1.67178 1.03020 -5.38860
C 6.90175 -2.28810 0.47223
C -0.55920 0.93745 -6.33158
C 5.90856 -3.26433 0.45453
C 1.09754 0.75562 -4.16314
C 5.23639 -0.61421 0.42418
C -3.72311 -1.92443 0.76003
C -0.25562 0.57421 -4.00573
C 6.57614 -0.93735 0.45688
C 0.81613 1.11714 -6.47874
C -1.47398 0.02963 4.16124
C 0.61439 0.08299 3.41603
C -5.04818 -1.84686 1.43938
C -3.27397 -2.83424 -0.18231
C -2.64484 3.38596 -0.06709
C -1.97485 -2.44385 -0.50019
C 2.90574 -0.91698 0.35720
C -0.28267 3.37240 -1.14216
C -1.11275 0.66447 -5.08903
C -0.16034 0.02330 4.57751
C -4.66571 2.59746 1.35723
C -1.39551 2.81625 -0.32444
C -0.61242 0.29278 -2.58645
B -2.68338 0.20970 1.87546
H -5.12883 3.53157 1.04667
H -2.45920 -0.10830 6.03010
H 2.47720 0.48670 4.32915
H 0.20142 0.00217 5.59140
H 2.73885 1.17371 -5.49076
H -5.30150 1.77406 1.03005
H 2.45448 0.81871 2.60188
H -0.53241 3.34376 -2.20537
H -3.35778 -0.84523 4.69960
H -1.57321 -3.23480 -2.42759
H -1.19941 1.01351 -7.20054
H 7.94164 -2.58622 0.49711
H -0.11255 4.41488 -0.87284
H -5.56996 -0.92443 1.18328
H -3.01488 4.33091 -0.42678
H 3.78694 -3.66844 0.39956
H 2.51851 -0.84864 3.17625
H -3.30368 0.90820 4.85767
H -0.20536 -2.37595 -1.70819
H 7.33916 -0.17088 0.46877
H 0.64538 2.82948 -0.99700
H -4.62685 2.57567 2.44632
H -3.69793 0.30684 2.49479
H -3.82309 -3.66255 -0.59610
H 1.22248 1.33067 -7.45864
H -4.94042 -1.87744 2.52348
H -0.63366 -3.98283 -1.13097
H -5.66549 -2.68717 1.12922
H -2.17650 0.52257 -4.95277
H 6.18996 -4.30900 0.46447

Here are the Mulliken charges for atoms 1 to 5, given in e:
1. Fe -0.6400
2. S -0.7073
3. S 0.9503
4. S 1.1001
5. O -0.6922

Calculated total energy list, top to bottom, in a.u.: -519.744441, -159.544322, -867.183886, -450.796233, -1190.551876, -5336.565957, -949.927782, -2114.569054, -4420.625267